This record from OMol25 describes C56H38N5Ta as an isolated structure. The level of theory is ωB97M-V/def2-TZVPD.

Results
Orbital gap   0.1959 Eh
Max |F|   3.2 eV Å⁻¹
Calculated total energy   -67680.9048 eV
LUMO energy   -7.201 eV
HOMO energy   -0.4605 Eh

Geometry as ORCA input:
```
! RIJCOSX wB97M-V def2-TZVPD def2/J DEFGRID3
* xyz 2 1
Ta 0.03460 0.15514 -0.16831
C -3.09048 -6.98756 0.15577
C -1.76723 -6.81335 -0.22330
C -1.22838 -5.53901 -0.30204
C -2.00183 -4.42536 0.01956
C -3.33179 -4.60853 0.40060
C -3.87298 -5.88251 0.45925
C -1.44358 -3.04699 -0.05309
C -1.07022 -2.56991 -1.31536
C -1.26847 -3.28509 -2.52547
C -0.85864 -2.48520 -3.54819
C -0.38739 -1.27063 -2.98188
N -0.52413 -1.32515 -1.60328
C 0.06226 -0.16299 -3.71707
C 0.30288 1.07960 -3.13664
C 0.88078 2.19737 -3.80358
C 0.88817 3.24257 -2.93374
C 0.30797 2.79243 -1.71674
C 0.10894 3.58152 -0.58202
C 0.44665 5.02580 -0.67022
C -0.16266 5.84971 -1.61661
C 0.16449 7.19400 -1.68889
C 1.10994 7.73013 -0.82724
C 1.72444 6.91746 0.11529
C 1.39068 5.57627 0.19971
C -0.37138 3.11008 0.64050
N -0.54270 1.76989 0.99875
C -0.98950 1.77612 2.32157
C -1.28967 0.66101 3.08547
C -1.70328 0.86402 4.50368
C -3.02997 1.17290 4.79367
C -3.43233 1.34873 6.10870
C -2.51472 1.21840 7.14168
C -1.19229 0.91441 6.85481
C -0.78538 0.73414 5.54085
C -1.31878 -0.63321 2.57268
C -1.72131 -1.79111 3.29784
C -1.77676 -2.82221 2.41411
C -1.41404 -2.31098 1.12985
N -1.07560 -0.96900 1.25487
C -1.09142 3.11875 2.77412
C -0.73218 3.93308 1.74458
N 0.00429 1.44138 -1.82809
C 0.21040 -0.29442 -5.18629
C 0.95782 -1.33882 -5.73760
C 1.11347 -1.45061 -7.10862
C 0.50829 -0.53266 -7.95558
C -0.26195 0.49020 -7.42220
C -0.40679 0.61277 -6.05050
H -3.51118 -7.98240 0.21066
H -1.15259 -7.67161 -0.46019
H -0.19635 -5.40582 -0.60443
H -3.94718 -3.74565 0.62528
H -4.91012 -6.01195 0.73856
H -1.70509 -4.26645 -2.59349
H -0.91570 -2.69440 -4.60207
H 1.25947 2.18482 -4.81082
H 1.26951 4.23430 -3.10629
H -0.91887 5.43544 -2.27265
H -0.32641 7.82545 -2.41748
H 1.36807 8.77876 -0.88716
H 2.46476 7.32806 0.78919
H 1.88060 4.94363 0.92963
H -3.74742 1.27381 3.98737
H -4.46570 1.58547 6.32461
H -2.82989 1.35535 8.16715
H -0.47167 0.81558 7.65576
H 0.24963 0.49823 5.32192
H -1.95180 -1.80870 4.35026
H -2.05279 -3.84202 2.61970
H -1.41331 3.40613 3.76151
H -0.72664 5.00921 1.74061
H 1.42954 -2.05167 -5.08026
H 1.70903 -2.25569 -7.51880
H 0.62926 -0.61561 -9.02716
H -0.75903 1.19417 -8.07606
H -1.03650 1.39606 -5.64617
N 1.63515 -1.76724 0.62747
C 2.24466 -2.19797 -0.60762
C 2.21982 -3.53720 -0.95862
C 2.81404 -3.96368 -2.13524
C 3.41594 -3.03578 -2.96959
C 3.42549 -1.69383 -2.62254
C 2.86546 -1.24916 -1.42662
C 3.08356 0.13483 -0.93603
C 4.31713 0.73207 -1.20661
C 4.66418 1.94875 -0.64410
C 3.81244 2.55460 0.26491
C 2.58216 1.97583 0.53847
C 2.17391 0.79615 -0.08532
H 1.25749 -2.57178 1.11906
H 2.34215 -1.34254 1.22277
H 1.75933 -4.25190 -0.28521
H 2.82278 -5.01552 -2.38800
H 3.89739 -3.35562 -3.88468
H 3.87335 -0.97076 -3.29318
H 5.02705 0.20929 -1.83408
H 5.61823 2.40089 -0.88035
H 4.10304 3.47077 0.76182
H 1.94231 2.45178 1.27074
*
```